[1]
Computed, not measured: a single C4H6N2O molecule, with ωB97M-V/def2-TZVPD.

- LUMO level (hartree) = 0.03225
- energy above the lowest of the compared OMol25 structures with the same formula, charge and spin (kJ/mol) = 113.34
- structure (SMILES) = [H]/N=C/CCN=C=O
- molecular weight (g mol⁻¹) = 98.105
- orbital gap (eV) = 10.77
- calculated total energy (eV) = -9272.32715

Structure (ORCA input):
```
! RIJCOSX wB97M-V def2-TZVPD def2/J DEFGRID3
* xyz 0 1
H -0.1543 2.0416 -0.1586
C 0.4528 0.4097 1.1896
H -1.3278 0.6064 -1.8407
N -0.7682 -1.0923 -0.7527
O 1.7733 -2.1423 -0.8977
H -0.1007 -0.3042 1.8071
C -0.5191 1.0704 0.1944
H -1.0147 -1.6636 -1.5582
N 1.5668 -0.2669 0.5551
C -0.8987 0.1537 -0.9348
H 0.8734 1.1667 1.8584
H -1.4695 1.2654 0.7094
C 1.5590 -1.2312 -0.1828
*
```

---

[2]
Computed, not measured: a single C4H6N2O molecule at a distorted geometry, with ωB97M-V/def2-TZVPD.

- LUMO level (hartree) = 0.03173
- energy above the lowest of the compared OMol25 structures with the same formula, charge and spin (kJ/mol) = 73.79
- structure (SMILES) = Cn1cnc(O)c1
- molecular weight (g mol⁻¹) = 98.105
- orbital gap (eV) = 9.12
- calculated total energy (eV) = -9272.73710

Structure (ORCA input):
```
! RIJCOSX wB97M-V def2-TZVPD def2/J DEFGRID3
* xyz 0 1
C -0.5232 -0.8546 -0.0034
C 0.0278 1.2585 -0.0366
H 2.2648 -0.8729 -0.8854
H 0.6455 2.1424 0.0381
C 1.9496 -0.3519 0.0079
H 2.6064 0.5379 0.1004
N 0.5564 0.0328 -0.0675
O -2.9052 -0.4873 -0.0214
C -1.6202 -0.0660 -0.0087
H -0.3457 -1.9325 -0.0750
N -1.2817 1.2566 -0.0074
H 2.0855 -0.9837 0.8877
H -3.4601 0.3208 0.0713
*
```

---

[3]
Computed, not measured: a molecular structure, C4H6N2O, with ωB97M-V/def2-TZVPD.

- LUMO level (hartree) = 0.02700
- energy above the lowest of the compared OMol25 structures with the same formula, charge and spin (kJ/mol) = 282.13
- molecular weight (g mol⁻¹) = 98.105
- orbital gap (eV) = 9.06
- calculated total energy (eV) = -9270.57781

Structure (ORCA input):
```
! RIJCOSX wB97M-V def2-TZVPD def2/J DEFGRID3
* xyz 0 1
N -2.3114 -0.2381 0.0743
C -0.2557 1.1336 -0.3827
H -0.7324 2.0568 -0.6891
N 0.0579 -1.0460 0.3784
C 1.2332 -0.4846 0.0494
H -2.6018 -0.8878 0.7953
C -0.9232 0.0282 0.1539
H 1.9058 1.4561 -0.7871
H -0.4294 -0.3460 1.2939
H -2.5298 -0.6699 -0.8184
H 3.1222 -0.6267 0.0874
C 1.0985 0.8096 -0.4592
O 2.3660 -1.1851 0.3039
*
```

---

[4]
Computed, not measured: a single C4H6N2O molecule at a distorted geometry, with ωB97M-V/def2-TZVPD.

- LUMO level (hartree) = 0.03273
- energy above the lowest of the compared OMol25 structures with the same formula, charge and spin (kJ/mol) = 120.34
- structure (SMILES) = Cc1cc(O)n[nH]1
- molecular weight (g mol⁻¹) = 98.105
- orbital gap (eV) = 9.58
- calculated total energy (eV) = -9272.25458

Structure (ORCA input):
```
! RIJCOSX wB97M-V def2-TZVPD def2/J DEFGRID3
* xyz 0 1
C 0.1108 0.4675 -0.2282
H 1.4924 1.9410 -0.9037
H 1.0677 0.6388 1.6546
C 0.4142 1.8198 -0.7643
C -0.4936 -0.6428 -0.7882
H 0.0732 2.5910 -0.0666
N 0.4334 0.1543 1.0440
H -0.0843 1.9816 -1.7205
C -0.4727 -1.5817 0.2694
N 0.1269 -1.1124 1.3453
H -0.8806 -0.7086 -1.7965
H -0.7827 -2.7507 1.4597
O -1.0047 -2.7979 0.4950
*
```

---

Q: Which formula does entry 4 have?
A: C4H6N2O

---

Q: The lowest energy above the lowest of the compared OMol25 structures with the same formula, charge and spin belongs to which entry?
A: number 2

---

What did the fourth record say?
Computed, not measured: a single C4H6N2O molecule at a distorted geometry, with ωB97M-V/def2-TZVPD.

- LUMO level (hartree) = 0.03273
- energy above the lowest of the compared OMol25 structures with the same formula, charge and spin (kJ/mol) = 120.34
- structure (SMILES) = Cc1cc(O)n[nH]1
- molecular weight (g mol⁻¹) = 98.105
- orbital gap (eV) = 9.58
- calculated total energy (eV) = -9272.25458

Structure (ORCA input):
```
! RIJCOSX wB97M-V def2-TZVPD def2/J DEFGRID3
* xyz 0 1
C 0.1108 0.4675 -0.2282
H 1.4924 1.9410 -0.9037
H 1.0677 0.6388 1.6546
C 0.4142 1.8198 -0.7643
C -0.4936 -0.6428 -0.7882
H 0.0732 2.5910 -0.0666
N 0.4334 0.1543 1.0440
H -0.0843 1.9816 -1.7205
C -0.4727 -1.5817 0.2694
N 0.1269 -1.1124 1.3453
H -0.8806 -0.7086 -1.7965
H -0.7827 -2.7507 1.4597
O -1.0047 -2.7979 0.4950
*
```